1.
Density functional theory data (wB97M-V/def2-TZVPD) for a molecular structure, C3H11NO4 in a non-equilibrium geometry.

Each line ends with the Löwdin charge.
Geometry (Å):
H 1.315836 -0.865088 -0.016334  0.08
O 2.463697 -0.306558 0.264476  -0.25
N 0.099149 -1.152447 0.119636  -0.09
H 2.584023 0.009962 1.182191  0.03
H -0.159197 -1.847378 -0.693834  0.19
C -0.715955 0.107337 -0.179812  -0.10
H -1.815957 -0.120981 0.219576  0.17
C -0.236306 1.370264 0.493281  -0.51
O -1.041954 2.056014 1.179178  0.02
O 1.048046 1.793587 0.466109  0.03
H 1.671040 0.903379 0.229524  0.06
H -0.522304 0.248650 -1.286870  0.10
C -0.409378 -1.612455 1.443190  -0.06
H -0.762156 -2.612464 1.268460  0.08
H 0.435977 -1.710748 2.180221  0.12
H -1.238951 -1.229374 1.917219  0.06
O -0.623651 1.421574 -2.707803  -0.12
H -1.090172 1.170535 -3.549124  0.07
H -1.001787 2.376190 -2.529283  0.13

Cartesian forces (eV/Å) of the 3 atoms listed first:
0.834 0.468 1.928
-0.911 0.372 -0.196
-2.359 0.167 -1.631

Calculated values
Multiplicity: 1
E in Eh: -476.53925
HOMO level in eV: -9.59

=====

2.
Density functional theory data (wB97M-V/def2-TZVPD) for 2 unconnected molecules or ions with the total composition H4N2O2S2 in a non-equilibrium geometry.

Each line ends with the Löwdin charge.
Geometry (Å):
N -2.195580 0.733471 0.504355  0.03
N 1.397156 -1.927761 -0.830425  -0.26
O 2.240919 1.496010 -0.800884  -0.61
O 0.244959 -1.491546 1.176694  -0.50
S 1.840055 0.954739 0.507197  0.78
S 0.570018 -0.878791 -0.141287  0.58
H -1.308878 0.472998 0.941278  -0.05
H -2.017393 0.804715 -0.443933  -0.04
H -2.631200 1.603659 0.832191  0.03
H 1.859942 -1.767497 -1.745185  0.04

Cartesian forces (eV/Å) of the 3 atoms listed first:
-0.326 -0.100 1.928
1.365 -0.246 -2.062
0.200 0.228 -0.156

Calculated values
Multiplicity: 1
E in Eh: -1058.62334
HOMO level (spin up / spin down) in eV: -10.01 / -9.45

=====

3.
Density functional theory data (wB97M-V/def2-TZVPD) for 5 unconnected molecules or ions with the total composition C29H45Br3F6O10P2S4 in a non-equilibrium geometry.

Each line ends with the Löwdin charge.
Geometry (Å):
C 6.309970 1.434037 2.061385  -0.08
C 5.564321 0.028031 2.378277  -0.29
O 4.363923 -0.169306 1.551814  -0.27
P 3.454768 -1.437286 2.306130  0.74
O 2.475509 -2.124695 1.351140  -0.30
C 2.722658 -0.701944 3.864388  -0.21
C 1.134701 -0.791002 4.013798  -0.16
C 0.295822 -0.383709 2.725279  -0.04
C -0.780863 -1.357257 2.146065  -0.01
F -0.912563 -2.579170 2.892326  0.00
C -1.644289 -1.053388 0.865177  0.00
C -2.711308 -2.164122 0.489730  -0.32
F -3.362230 -2.765758 1.637066  0.03
F -3.789219 -1.755049 -0.332954  0.01
C -1.888093 -3.381705 -0.238289  -0.19
F -2.804455 -3.921760 -1.216155  -0.02
F -1.550427 -4.364281 0.734085  0.03
C -1.385574 0.293800 0.065003  -0.25
P -2.342943 0.675037 -1.515505  0.68
O -1.760377 1.981777 -2.415570  -0.45
Br -1.882747 -1.142440 -2.862005  0.33
C -0.309277 1.257523 0.659922  -0.01
C 0.506334 0.946104 1.981810  0.03
C 1.576946 2.062122 2.464362  -0.20
O 1.753282 2.414938 3.646432  0.08
C 2.348175 2.702816 1.186341  -0.06
F 3.724580 2.932501 1.423295  -0.01
C 1.672574 2.987170 -0.047754  -0.06
C 2.445183 3.558657 -1.310675  -0.60
Br 4.212807 2.629128 -1.664347  0.66
C 1.693257 3.432717 -2.723868  -0.74
C 0.456199 4.417668 -2.955104  -0.12
Br 1.346059 1.502952 -3.047874  0.68
C 0.072973 2.700916 0.032982  -0.25
O -0.764530 3.590373 -0.232911  0.04
O 4.641867 -2.631686 2.719239  -0.31
C 4.867123 -3.542726 1.611972  -0.29
C 5.431363 -2.863264 0.273642  -0.10
H 6.401662 1.642765 0.941262  0.07
H 5.854980 2.286761 2.667890  0.07
H 7.388186 1.295656 2.456609  0.09
H 5.350066 0.035116 3.503171  0.11
H 6.358898 -0.786138 2.210055  0.10
H 3.172352 -1.289347 4.758159  0.12
H 3.148044 0.368000 3.988963  0.10
H 0.872003 -1.829414 4.428618  0.13
H 0.831251 -0.047809 4.849721  0.14
H -0.979104 -2.902765 -0.741459  0.14
H -1.624515 1.670993 -3.348835  0.02
H 2.747766 4.668640 -1.183899  0.13
H 2.487064 3.730071 -3.512899  0.08
H -0.447638 3.846354 -3.353135  0.06
H 0.738864 5.171569 -3.789816  0.09
H 0.203560 5.083361 -2.042805  0.09
H 3.961159 -4.223042 1.376915  0.13
H 5.691389 -4.276636 1.969750  0.11
H 6.402442 -2.289257 0.543631  0.07
H 5.742709 -3.613774 -0.540240  0.09
H 4.692830 -2.118313 -0.214037  0.08
C 8.304454 -3.650743 3.497824  -0.26
S 6.999491 -3.284936 4.691662  0.80
O 6.957220 -1.801126 4.868436  -0.55
C 7.858815 -3.975983 6.122248  -0.27
H 7.998280 -3.267545 2.523201  0.04
H 9.234467 -3.166522 3.801629  0.06
H 8.446495 -4.730907 3.432989  0.06
H 8.816752 -3.471483 6.261808  0.06
H 8.015455 -5.045522 5.971162  0.05
H 7.237049 -3.823040 7.005240  0.05
C -4.818394 -1.598253 -5.887584  -0.27
S -5.735698 -0.057734 -5.665798  0.80
O -4.916229 0.829974 -4.782428  -0.59
C -7.047738 -0.769157 -4.652290  -0.27
H -3.920802 -1.386048 -6.470225  0.05
H -4.531124 -2.005368 -4.916251  0.04
H -5.437780 -2.316366 -6.427689  0.05
H -6.620832 -1.227224 -3.757788  0.06
H -7.594062 -1.515866 -5.234242  0.00
H -7.729825 0.030208 -4.359215  0.05
C -1.888851 6.423094 4.657947  -0.28
S -0.724632 6.367791 3.278021  0.80
O -0.911735 7.619569 2.483929  -0.56
C -1.554420 5.033334 2.388437  -0.27
H -1.585894 7.223829 5.333777  0.05
H -2.896177 6.623021 4.288030  0.06
H -1.866097 5.471609 5.192025  0.05
H -2.582861 5.319518 2.160346  0.07
H -1.542653 4.126876 2.997225  0.06
H -1.015310 4.850349 1.458263  0.02
C -11.572198 -1.381443 -6.084863  -0.27
S -10.555442 -2.861808 -6.273099  0.84
O -9.158385 -2.497572 -5.883573  -0.57
C -10.620357 -2.903707 -8.077180  -0.27
H -11.638053 -1.140327 -5.023187  0.05
H -11.116273 -0.545509 -6.618585  0.06
H -12.573059 -1.575315 -6.474041  0.05
H -10.224114 -1.972527 -8.486305  0.06
H -11.652533 -3.047850 -8.401053  0.05
H -10.012415 -3.739798 -8.425075  0.05

Cartesian forces (eV/Å) of the 3 atoms listed first:
0.365 -0.864 0.550
2.162 1.381 0.291
-0.643 -2.260 2.621

Calculated values
Multiplicity: 1
E in Eh: -12480.75089
HOMO level in eV: -8.47

=====

4.
Density functional theory data (wB97M-V/def2-TZVPD) for a molecular structure, C8H13NPPt in a non-equilibrium geometry.

Each line ends with the Löwdin charge.
Geometry (Å):
C 0.525525 0.012353 -2.981580  -0.20
C -0.532907 -0.936692 -3.178587  -0.02
C -0.383599 -2.012178 -2.250216  0.00
C 0.766435 -1.780213 -1.457802  -0.06
C 1.378671 -0.502748 -1.853520  -0.29
Pt 0.651473 1.455910 -1.071617  0.72
P -0.134005 3.408470 -0.423637  0.51
H 0.845805 0.777094 -3.699180  0.10
H -1.306366 -0.846582 -3.942624  0.12
H -1.078287 -2.849708 -2.138889  0.13
H 2.444357 -0.278223 -1.771508  0.09
H 1.191917 -2.439287 -0.705376  0.11
H -1.182724 3.313516 0.556884  -0.08
H -0.744222 4.172922 -1.461581  -0.09
H 0.854945 4.258496 0.170543  -0.09
C -1.114129 -1.136832 3.463426  -0.08
C 0.177980 -0.456237 3.014791  -0.20
C 0.196596 -0.067104 1.613913  -0.11
N 0.374285 0.491788 0.612792  -0.08
H -1.992276 -0.583301 3.128313  0.08
H -1.151240 -1.186112 4.551120  0.08
H -1.171411 -2.153648 3.073082  0.08
H 0.349509 0.459886 3.590729  0.13
H 1.033679 -1.121559 3.160517  0.13

Cartesian forces (eV/Å) of the 3 atoms listed first:
-0.122 0.397 0.042
-0.290 -1.042 0.350
-0.970 0.849 -1.013

Calculated values
Multiplicity: 5
E in Eh: -827.52885
Net charge: +1
HOMO level (spin up / spin down) in eV: -7.80 / -12.90
<S²>: 6.01

=====

5.
Density functional theory data (wB97M-V/def2-TZVPD) for 2 unconnected molecules or ions with the total composition CF4N2 in a non-equilibrium geometry.

Each line ends with the Löwdin charge.
Geometry (Å):
C 0.366270 0.607455 1.150295  -0.39
N -1.334981 -0.745126 -2.433247  0.10
N 1.064312 -0.409235 0.808529  0.16
F 0.779545 1.802357 0.643560  0.11
F -0.661844 0.820088 1.943470  0.18
F -0.883795 -0.478534 -3.591934  -0.09
F 0.670492 -1.597005 1.479327  -0.07

Cartesian forces (eV/Å) of the 3 atoms listed first:
0.872 1.362 -0.455
-0.522 -0.300 1.365
-0.889 0.152 0.921

Calculated values
Multiplicity: 1
E in Eh: -546.80357
HOMO level (spin up / spin down) in eV: -10.60 / -10.59

=====

6.
Density functional theory data (wB97M-V/def2-TZVPD) for a single C12H15NO molecule in a non-equilibrium geometry.

Each line ends with the Löwdin charge.
Geometry (Å):
C -1.084798 2.201798 -0.192493  -0.17
C 0.400146 0.302339 -0.211803  -0.34
C 1.326926 -0.111986 -1.381518  -0.12
C 2.487817 -1.014077 -0.902789  -0.24
C 2.703547 0.468602 1.138390  -0.22
C 1.096585 0.206830 1.141541  -0.07
C -1.095604 -0.196616 -0.283563  -0.14
C -1.382320 -1.491063 -0.124039  -0.03
C -2.798530 -1.686232 0.175410  -0.08
C -3.733730 -0.637361 0.271427  -0.09
C -3.279557 0.708499 0.049030  -0.04
C -1.942644 0.955664 -0.205958  -0.14
H -0.928777 2.571561 0.903736  0.15
H -1.438930 3.001328 -0.820018  0.12
H 0.759943 -0.793426 -2.168209  0.15
H 1.614065 0.850098 -1.884605  0.13
H 3.071161 -1.060924 -1.881121  0.12
H 1.955255 -2.027535 -0.803165  0.12
H 3.969806 -1.140915 0.607782  0.17
H 3.025071 0.054104 2.248885  0.16
H 3.023805 1.497900 0.936096  0.10
H 0.890666 -0.779848 1.660290  0.14
H 0.520612 1.075842 1.568197  0.12
H -0.630629 -2.363560 -0.220413  0.15
H -3.194346 -2.699832 0.540510  0.12
H -4.790797 -0.877220 0.451081  0.10
H -3.967770 1.607729 -0.200051  0.14
N 3.230891 -0.415326 0.203067  -0.13
O 0.192134 1.793629 -0.615700  -0.14

Cartesian forces (eV/Å) of the 3 atoms listed first:
0.545 -0.260 2.042
-0.467 1.372 -3.297
-1.088 -1.208 -0.859

Calculated values
Multiplicity: 1
E in Eh: -596.13568
SMILES: c1ccc2c(c1)COC21CCNCC1
HOMO level in eV: -8.30

=====

7.
Density functional theory data (wB97M-V/def2-TZVPD) for a single C5H8O molecule.

Each line ends with the Löwdin charge.
Geometry (Å):
O 0.586248 -1.898015 1.132409  0.08
C 0.578794 -0.938746 0.403571  -0.42
C -1.520686 -0.139817 0.389764  -0.04
C -0.398402 -0.430707 -0.649784  -0.24
C 0.557213 0.759665 -0.910773  -0.14
C 1.356254 0.381464 0.366999  -0.08
H -1.161235 -0.474349 1.371195  0.08
H -2.393697 -0.761928 0.182955  0.09
H -1.758651 0.917918 0.525877  0.08
H -0.745129 -1.018108 -1.509082  0.14
H 1.175939 0.649587 -1.808818  0.11
H 0.083421 1.746610 -0.952083  0.10
H 2.413554 0.148128 0.233964  0.11
H 1.226379 1.058299 1.223806  0.12

Cartesian forces (eV/Å) of the 3 atoms listed first:
0.543 0.339 -0.720
0.245 -0.582 0.423
-0.288 0.091 0.303

Calculated values
Multiplicity: 1
E in Eh: -270.50492
SMILES: C[C@H]1CCC1=O
HOMO level in eV: -9.33

=====

8.
Density functional theory data (wB97M-V/def2-TZVPD) for a single C12H22O2 molecule in a non-equilibrium geometry.

Each line ends with the Löwdin charge.
Geometry (Å):
C 3.172857 -1.431784 0.313290  -0.06
C 3.199996 0.070272 0.520730  -0.34
C 4.581221 0.720893 0.592152  -0.06
C 2.117879 0.845309 0.616563  -0.10
C 0.964154 0.832153 -0.399613  -0.18
C 0.007210 -0.359071 -0.187706  -0.16
C -1.086421 -0.555133 -1.266632  -0.35
C -0.615642 -0.145706 -2.675030  -0.08
C -2.481043 0.076282 -0.937257  -0.15
C -2.489848 1.211709 0.104948  -0.15
C -2.822127 0.770312 1.553250  -0.18
O -3.939728 -0.123079 1.627658  -0.05
C -3.568009 -1.408740 1.892410  -0.39
O -3.692525 -1.907661 2.913156  0.17
H 4.179045 -1.835224 0.445061  0.07
H 2.842714 -1.744281 -0.690098  0.08
H 2.516432 -1.940174 1.019781  0.08
H 4.656631 1.512636 -0.146657  0.07
H 4.670241 1.153839 1.602533  0.08
H 5.384207 -0.013589 0.518185  0.07
H 2.107923 1.543652 1.455027  0.11
H 1.455121 0.809153 -1.371958  0.10
H 0.486701 1.811050 -0.300103  0.10
H -0.397235 -0.329169 0.825829  0.10
H 0.630235 -1.256901 -0.211897  0.09
H -1.253389 -1.637723 -1.337382  0.12
H -1.328397 -0.475032 -3.432080  0.08
H -0.377276 0.916405 -2.752094  0.08
H 0.298889 -0.723379 -2.868111  0.08
H -2.867325 0.492366 -1.873881  0.11
H -3.179539 -0.714221 -0.665470  0.09
H -1.597052 1.837536 0.093396  0.10
H -3.322456 1.870051 -0.170025  0.11
H -1.947579 0.410401 2.103802  0.12
H -3.138122 1.685184 2.062624  0.12
H -3.167742 -1.968338 1.025600  0.14

Cartesian forces (eV/Å) of the 3 atoms listed first:
0.070 -0.017 -1.364
1.056 -0.699 -0.129
-0.615 -0.464 2.007

Calculated values
Multiplicity: 1
E in Eh: -620.80489
SMILES: CC(C)=CCC[C@H](C)CCCOC=O
HOMO level in eV: -7.85